1.
ORCA calculation (ωB97M-V/def2-TZVPD) on an isolated molecule of C4H11NO at a distorted geometry.

```
17
Properties=species:S:1:pos:R:3:forces:R:3
C -0.887346 -1.450807 -0.305461 0.03 1.04 -0.54
O -1.411498 -2.053723 0.859788 -0.12 -0.14 0.34
C -1.083864 0.086617 -0.156783 1.00 -1.43 -0.57
C -0.106737 0.737923 0.833035 -1.28 -0.53 -0.19
C 1.311468 0.771890 0.295416 0.24 1.00 0.49
N 1.476512 1.582578 -0.925667 -0.50 -0.35 0.42
H -1.417267 -1.724964 -1.222946 -0.18 -0.34 0.16
H 0.162285 -1.724003 -0.465638 0.01 -0.02 0.17
H -1.765377 -2.933967 0.703123 0.19 0.10 -0.24
H -2.140588 0.132731 0.046419 -0.35 0.66 0.57
H -0.932200 0.549458 -1.134975 -0.01 0.01 -0.06
H -0.120723 0.168738 1.768037 0.05 0.04 -0.01
H -0.522215 1.719911 1.054210 0.46 0.30 0.04
H 1.912058 1.271365 1.066718 0.06 -0.32 -0.06
H 1.683096 -0.248720 0.195813 0.11 -0.04 -0.08
H 1.518777 0.996383 -1.739855 0.06 -0.04 -0.32
H 2.323616 2.118589 -0.871237 0.23 0.07 -0.13
```
Forces are in eV/Å.

Calculated values
E_LUMO: 0.95 eV
ΔE to the lowest compared entry with this formula, charge and spin: 24.5 kcal/mol
gap between HOMO and LUMO: 0.3772 hartree
E_tot: -288.9779 Ha
HOMO energy: -0.3422 Ha
SMILES string: NCCCCO

Mulliken population analysis, charges in e, atoms 1 to 6: C -0.3885; O -0.5126; C -0.8216; C -0.5003; C -0.4550; N -0.5633

2.
ORCA calculation (ωB97M-V/def2-TZVPD) on a 2-piece molecular cluster, C4H11NO overall at a distorted geometry.

```
17
Properties=species:S:1:pos:R:3:forces:R:3
C 1.370882 0.951005 1.271725 0.05 -0.64 0.20
C 1.869644 -0.182703 0.386434 0.65 -0.30 0.00
H 0.385066 1.311138 0.985514 0.10 0.29 -0.03
H 1.295893 0.562279 2.287458 -0.23 0.02 0.07
H 2.117611 1.738340 1.335787 -0.19 0.32 -0.27
H 1.198132 -1.027205 0.289290 -0.25 0.06 0.36
H 2.783724 -0.571443 0.844221 0.07 -0.03 -0.22
H 2.113426 0.089839 -0.643378 0.04 0.35 0.08
C -1.921320 0.653993 -0.696387 -0.85 0.12 0.66
C -1.530068 -0.744805 -0.279142 -0.02 -0.44 0.08
O -1.980124 -1.310309 0.694958 -0.08 0.04 -0.08
N -0.683491 -1.355690 -1.162307 -0.32 0.66 -0.19
H -2.662066 0.544989 -1.492102 0.53 0.17 -0.49
H -1.081015 1.308047 -0.912724 -0.01 -0.09 -0.48
H -0.542164 -2.348364 -1.179474 0.14 0.00 0.23
H -0.217065 -0.748075 -1.810481 0.07 -0.40 -0.31
H -2.517066 1.128964 0.080610 0.30 -0.12 0.38
```
Forces are in eV/Å.

Calculated values
E_LUMO: 0.88 eV
ΔE to the lowest compared entry with this formula, charge and spin: 7.0 kcal/mol
gap between HOMO and LUMO: 0.3943 hartree
E_tot: -289.0059 Ha
HOMO energy: -0.3621 Ha
SMILES string: CC(N)=O.CC

Mulliken population analysis, charges in e, atoms 1 to 6: C -0.7426; C -0.8169; H 0.1843; H 0.2520; H 0.3110; H 0.2560

3.
ORCA calculation (ωB97M-V/def2-TZVPD) on a 2-piece molecular cluster, C4H11NO overall at a distorted geometry.

```
17
Properties=species:S:1:pos:R:3:forces:R:3
C 0.904072 -0.794653 2.731531 2.04 0.42 1.50
C 0.881758 -0.850565 1.215007 -0.19 -0.60 0.84
C 0.332606 0.450179 0.782164 -0.36 1.80 -3.36
C 0.597297 1.027171 -0.456376 -0.36 -1.21 2.07
N -0.049440 2.126197 -1.041586 -0.71 -0.09 0.61
H 1.371915 -1.755714 3.020700 -0.19 0.56 0.59
H -0.117831 -0.757460 3.184600 0.89 0.23 -0.41
H 1.603358 0.112714 3.132118 -1.82 -2.16 -0.84
H 1.850950 -1.219627 0.813486 -0.39 0.90 0.06
H 0.202343 -1.694673 1.000554 -0.09 0.35 -0.30
H -0.443276 0.884008 1.468050 0.68 -0.34 -0.91
H 1.426771 0.637438 -1.071216 -0.48 0.04 0.40
H 0.032119 2.131591 -2.035019 0.34 0.09 -0.57
H -1.050695 2.189211 -0.839303 0.61 0.00 0.27
H -1.447124 -2.014970 -2.858758 0.88 -0.93 -0.33
H -1.911093 -0.885442 -2.043955 0.04 0.63 0.68
O -2.183219 -1.437905 -2.764264 -0.87 0.32 -0.31
```
Forces are in eV/Å.

Calculated values
E_LUMO: 0.75 eV
ΔE to the lowest compared entry with this formula, charge and spin: 41.9 kcal/mol
gap between HOMO and LUMO: 0.3236 hartree
E_tot: -288.9503 Ha
HOMO energy: -0.2961 Ha
SMILES string: CC/C=C/N.O

Mulliken population analysis, charges in e, atoms 1 to 6: C -1.1463; C -0.1418; C -0.3762; C -0.1747; N -0.5795; H 0.3578

> What is the E_LUMO in the third record?

0.75 eV

What did the first record say?
ORCA calculation (ωB97M-V/def2-TZVPD) on an isolated molecule of C4H11NO at a distorted geometry.

```
17
Properties=species:S:1:pos:R:3:forces:R:3
C -0.887346 -1.450807 -0.305461 0.03 1.04 -0.54
O -1.411498 -2.053723 0.859788 -0.12 -0.14 0.34
C -1.083864 0.086617 -0.156783 1.00 -1.43 -0.57
C -0.106737 0.737923 0.833035 -1.28 -0.53 -0.19
C 1.311468 0.771890 0.295416 0.24 1.00 0.49
N 1.476512 1.582578 -0.925667 -0.50 -0.35 0.42
H -1.417267 -1.724964 -1.222946 -0.18 -0.34 0.16
H 0.162285 -1.724003 -0.465638 0.01 -0.02 0.17
H -1.765377 -2.933967 0.703123 0.19 0.10 -0.24
H -2.140588 0.132731 0.046419 -0.35 0.66 0.57
H -0.932200 0.549458 -1.134975 -0.01 0.01 -0.06
H -0.120723 0.168738 1.768037 0.05 0.04 -0.01
H -0.522215 1.719911 1.054210 0.46 0.30 0.04
H 1.912058 1.271365 1.066718 0.06 -0.32 -0.06
H 1.683096 -0.248720 0.195813 0.11 -0.04 -0.08
H 1.518777 0.996383 -1.739855 0.06 -0.04 -0.32
H 2.323616 2.118589 -0.871237 0.23 0.07 -0.13
```
Forces are in eV/Å.

Calculated values
E_LUMO: 0.95 eV
ΔE to the lowest compared entry with this formula, charge and spin: 24.5 kcal/mol
gap between HOMO and LUMO: 0.3772 hartree
E_tot: -288.9779 Ha
HOMO energy: -0.3422 Ha
SMILES string: NCCCCO

Mulliken population analysis, charges in e, atoms 1 to 6: C -0.3885; O -0.5126; C -0.8216; C -0.5003; C -0.4550; N -0.5633

> Which of these has the highest E_LUMO?

number 1